{
  "formula": "C61H49F4NO4P2Pd",
  "method": "the ωB97M-V functional and the def2-TZVPD basis",
  "elements": ["F", "C", "C", "C", "F", "C", "C", "C", "C", "C", "C", "C", "C", "F", "C", "C", "F", "C", "Pd", "P", "C", "C", "C", "C", "C", "C", "C", "C", "C", "C", "C", "C", "C", "C", "C", "C", "C", "C", "P", "C", "C", "C", "C", "C", "C", "C", "C", "C", "C", "C", "C", "C", "C", "C", "C", "C", "C", "C", "H", "H", "H", "H", "H", "H", "H", "H", "H", "H", "H", "H", "H", "H", "H", "H", "H", "H", "H", "H", "H", "H", "H", "H", "H", "H", "H", "H", "H", "H", "H", "H", "H", "H", "H", "H", "H", "H", "H", "C", "C", "O", "C", "C", "C", "C", "C", "C", "N", "O", "O", "C", "C", "O", "H", "H", "H", "H", "H", "H", "H", "H", "H", "H"],
  "coordinates": [[3.9829, -1.7779, -3.2942], [3.3098, -1.6669, -2.0954], [3.9622, -2.1210, -0.9437], [3.2940, -1.9548, 0.2679], [3.9520, -2.3551, 1.4134], [1.9857, -1.4864, 0.3755], [1.2759, -1.1681, -0.8529], [-0.1783, -1.3598, -0.8571], [-0.8623, -1.9228, -1.9149], [-2.2444, -2.1557, -1.9606], [-3.2127, -1.4729, -1.1508], [-4.3945, -0.9197, -1.7119], [-5.4548, -0.6034, -0.8858], [-6.6508, -0.2172, -1.4399], [-5.4059, -0.7540, 0.5045], [-4.1854, -1.1400, 1.0363], [-4.0945, -1.3803, 2.3946], [-3.0845, -1.4442, 0.2595], [1.2579, 0.9601, -0.2153], [2.4071, 2.7033, -1.1081], [2.7463, 2.2264, -2.8209], [1.7045, 2.3155, -3.7601], [1.9136, 1.8927, -5.0714], [3.1560, 1.3749, -5.4499], [4.1789, 1.2592, -4.5081], [3.9859, 1.6925, -3.1976], [1.8174, 4.4142, -1.2341], [2.3267, 5.2785, -2.2228], [1.9858, 6.6320, -2.2168], [1.1303, 7.1385, -1.2351], [0.5760, 6.2731, -0.2884], [0.8882, 4.9151, -0.3050], [4.0063, 2.7528, -0.2440], [4.6902, 3.9476, 0.0523], [5.8665, 3.9044, 0.8059], [6.3633, 2.6889, 1.2917], [5.6804, 1.5023, 1.0084], [4.5324, 1.5352, 0.2195], [0.1876, 1.5925, 1.6877], [0.2718, 0.1509, 2.7944], [1.4431, -0.0955, 3.5381], [1.6443, -1.3561, 4.1034], [0.6736, -2.3523, 3.9822], [-0.5253, -2.0824, 3.3191], [-0.7390, -0.8266, 2.7541], [0.8914, 3.0096, 2.6070], [0.0859, 4.0328, 3.1505], [0.6742, 5.1540, 3.7375], [2.0627, 5.2722, 3.8019], [2.8657, 4.2562, 3.2808], [2.2892, 3.1286, 2.6985], [-1.5830, 1.9493, 1.5969], [-2.3998, 1.8064, 2.7369], [-3.7469, 2.1526, 2.6758], [-4.2855, 2.6704, 1.4985], [-3.4785, 2.8165, 0.3712], [-2.1337, 2.4477, 0.4043], [2.0242, -1.1704, -2.0927], [4.9523, -2.5706, -1.0018], [1.4413, -1.5809, 1.3170], [-0.6993, -1.0920, 0.0560], [-0.2702, -2.2406, -2.7884], [-2.6306, -2.7072, -2.8245], [-4.4820, -0.8234, -2.7928], [-6.2735, -0.5770, 1.1385], [-2.1875, -1.8150, 0.7552], [0.7353, 2.7170, -3.4590], [1.1046, 1.9658, -5.8003], [3.3241, 1.0486, -6.4784], [5.1374, 0.8208, -4.7897], [4.7961, 1.6164, -2.4733], [2.9928, 4.8948, -2.9974], [2.3991, 7.2967, -2.9750], [0.8899, 8.2030, -1.2132], [-0.1057, 6.6599, 0.4703], [0.4211, 4.2371, 0.4144], [4.3049, 4.9050, -0.3007], [6.4008, 4.8297, 1.0328], [7.2699, 2.6602, 1.9014], [6.0285, 0.5444, 1.4014], [4.0116, 0.5996, -0.0047], [2.1844, 0.6921, 3.6658], [2.5711, -1.5560, 4.6404], [0.8477, -3.3364, 4.4161], [-1.3082, -2.8397, 3.2479], [-1.7110, -0.5891, 2.3194], [-1.0017, 3.9605, 3.1139], [0.0391, 5.9457, 4.1354], [2.5183, 6.1564, 4.2486], [3.9505, 4.3405, 3.3143], [2.9325, 2.3470, 2.2835], [-1.9924, 1.4142, 3.6715], [-4.3792, 2.0037, 3.5525], [-5.3412, 2.9452, 1.4610], [-3.8976, 3.2206, -0.5507], [-1.5095, 2.5457, -0.4861], [1.5343, -0.8779, -3.0204], [-6.2901, -3.8300, 2.5606], [-5.9853, -4.2170, 1.1401], [-4.5659, -4.0073, 0.9345], [-4.1581, -4.3724, -0.3143], [-2.7125, -4.3390, -0.4470], [-2.0330, -5.2655, -1.2480], [-2.6680, -6.1844, -2.1640], [-1.9403, -7.1543, -2.8241], [-0.5506, -7.2597, -2.6007], [0.1395, -8.4507, -2.9477], [1.3564, -8.5248, -2.6573], [-0.4843, -9.3824, -3.5036], [0.1270, -6.2709, -1.8484], [-0.5926, -5.3084, -1.1762], [-4.9684, -4.6152, -1.2145], [-7.3039, -4.1564, 2.8133], [-5.5928, -4.2925, 3.2670], [-6.2442, -2.7426, 2.6824], [-6.2082, -5.2801, 0.9623], [-6.5492, -3.6061, 0.4292], [-2.1671, -3.9094, 0.3884], [-3.7445, -6.1156, -2.2992], [-2.4133, -7.8707, -3.4915], [1.2092, -6.3100, -1.7827], [-0.0882, -4.5631, -0.5503]],
  "forces_ev_per_a": [[-0.3, 0.1, 0.6], [-0.4, -0.1, 0.0], [0.4, 0.2, 0.0], [-0.4, 0.2, 0.0], [-0.3, 0.2, -0.5], [0.6, 0.2, -0.5], [-0.8, -2.0, 0.0], [1.7, 1.6, 0.6], [-1.6, -0.3, -0.7], [1.4, 1.0, -1.6], [-0.3, 0.1, 0.8], [-0.2, -0.3, 0.1], [0.2, -0.4, 0.3], [0.4, 0.1, 0.2], [-0.2, 0.3, 0.0], [0.3, -0.2, -0.1], [-0.1, 0.5, -0.7], [-0.2, 0.2, 0.2], [-0.2, 0.6, 0.2], [-0.8, -1.4, -0.1], [0.6, 0.5, -0.3], [0.3, -0.1, -0.2], [0.1, 0.1, 0.2], [0.1, -0.1, 0.0], [-0.1, 0.0, -0.1], [-0.3, 0.1, -0.3], [0.2, 0.8, -0.3], [-0.2, 0.2, 0.3], [-0.1, -0.1, 0.1], [0.0, -0.2, 0.0], [0.0, 0.1, -0.1], [0.3, -0.1, -0.1], [0.7, 0.7, 0.0], [0.1, -0.5, 0.1], [0.1, -0.1, 0.1], [-0.2, 0.0, 0.0], [0.1, 0.2, -0.2], [-0.1, 0.0, 0.1], [0.1, -0.6, -0.3], [0.0, 0.0, 0.9], [-0.5, -0.4, -0.1], [-0.1, 0.3, 0.0], [0.0, 0.0, -0.1], [0.1, 0.1, 0.2], [0.3, 0.1, 0.2], [-0.3, 0.3, 0.7], [0.4, -0.1, 0.0], [0.1, -0.1, -0.1], [0.0, -0.1, -0.1], [-0.1, 0.0, 0.1], [-0.2, 0.1, -0.1], [-0.6, 0.4, 0.5], [-0.2, 0.2, -0.4], [0.1, -0.1, 0.1], [0.1, 0.0, -0.1], [-0.1, 0.1, -0.1], [0.0, -0.1, 0.5], [0.3, -0.2, 0.3], [-0.2, 0.2, 0.1], [0.2, 0.0, -0.4], [0.3, -0.3, -0.1], [-0.3, -0.1, 0.5], [0.1, 0.4, 0.2], [-0.1, -0.2, 0.2], [0.2, 0.0, -0.2], [-0.6, -0.1, -0.3], [0.2, -0.1, -0.1], [0.2, 0.0, 0.2], [-0.1, 0.1, 0.3], [-0.3, 0.1, 0.0], [-0.2, 0.0, -0.2], [-0.1, 0.0, 0.3], [-0.1, -0.1, 0.1], [0.0, -0.3, 0.0], [0.1, -0.1, -0.2], [0.3, 0.2, -0.2], [0.1, -0.2, 0.1], [-0.2, -0.2, -0.1], [-0.3, 0.1, -0.2], [0.0, 0.3, -0.2], [0.0, 0.3, 0.1], [-0.1, -0.3, -0.1], [-0.2, 0.0, -0.1], [0.0, 0.2, -0.1], [0.2, 0.2, 0.0], [0.5, -0.2, -0.1], [0.3, 0.0, -0.1], [0.1, -0.2, -0.1], [-0.1, -0.2, -0.1], [-0.2, 0.0, 0.0], [-0.3, 0.3, 0.0], [0.0, 0.1, -0.3], [0.1, 0.1, -0.2], [0.3, -0.1, 0.0], [0.1, -0.2, 0.2], [-0.1, -0.1, 0.3], [0.2, -0.1, 0.2], [-0.2, 0.2, 0.3], [0.7, 0.0, -0.1], [-1.2, -0.4, 0.2], [1.0, 0.4, -1.4], [-0.6, -1.7, 0.5], [-0.2, 0.4, 0.2], [0.3, -0.3, -0.5], [-0.2, 0.4, 0.6], [0.3, -0.4, -0.1], [0.2, 0.5, -0.1], [-0.9, -0.4, -0.4], [0.6, 0.5, 0.3], [-0.4, 0.4, 0.5], [0.3, -0.3, -0.4], [0.2, -0.1, 0.9], [0.0, 0.0, 0.0], [-0.1, 0.1, -0.2], [0.1, -0.2, 0.1], [0.0, 0.3, -0.1], [0.0, -0.2, 0.0], [0.0, 0.0, -0.2], [0.3, 0.0, 0.0], [0.0, 0.1, 0.2], [-0.2, -0.1, 0.1], [-0.1, -0.3, -0.3]],
  "mulliken_charge": [-0.44, 0.04, -1.21, -0.42, -0.44, 1.39, -0.58, 1.74, -0.19, -1.47, 0.67, -0.92, 0.51, -0.43, -0.70, 0.28, -0.65, 1.22, -0.10, 1.81, 0.62, -0.34, -0.65, -0.56, -0.48, -0.38, -0.37, -0.59, -0.54, -0.62, -0.90, -0.03, 0.23, -0.45, -0.64, -0.64, -0.36, -0.40, 1.87, 1.36, -0.74, -0.52, -0.94, -0.15, -0.04, 0.76, -0.23, -0.75, -0.79, -1.05, -0.29, 0.65, -0.37, -0.80, -0.61, -0.60, -0.61, -0.34, 0.43, 0.22, -1.24, 0.40, 0.29, 0.46, 0.28, -0.59, 0.34, 0.39, 0.33, 0.38, 0.30, 0.38, 0.37, 0.35, 0.44, 0.35, 0.34, 0.34, 0.33, 0.47, -0.09, 0.27, 0.37, 0.34, 0.42, -0.77, 0.22, 0.40, 0.36, 0.42, 0.41, 0.33, 0.37, 0.34, 0.41, 0.30, 0.72, -1.07, -0.27, -0.23, -0.41, 0.11, 1.13, -0.63, -0.43, -0.33, 0.91, -0.69, -0.70, -0.51, -0.41, -0.76, 0.41, 0.26, 0.14, 0.43, 0.23, 0.25, 0.48, 0.41, 0.46, 0.22],
  "relative_energy_kcal_mol": 13.7,
  "total_charge": -2,
  "homo_lumo_gap_ev": 3.967,
  "e_tot_ev": -106658.0261
}